121
Properties=species:S:1:pos:R:3 method="wB97M-V/def2-TZVPD" relative_energy_ev=2.6896 total_energy_ev=-86057.5383 homo_lumo_gap_ev=6.76 homo_energy_ha=-0.3101 spin_multiplicity=1 fmax_ha_per_bohr=0.0316 charge=+1
Y 0.6095 -0.1271 0.2523
N -1.9565 0.5003 -1.2218
C -3.0297 0.8755 -0.2960
C -4.1406 1.5796 -1.1183
C -5.5096 2.0518 -0.5693
C -6.2639 1.1702 0.4272
N -5.7130 1.4074 1.7441
C -5.7067 0.5740 2.7582
N -6.5337 -0.4731 2.8181
N -4.9091 0.8558 3.7941
C -2.3492 1.6286 0.8821
O -2.9938 2.4709 1.5464
O -1.1572 1.3013 1.1211
H -1.7433 1.2978 -1.8164
H -2.2693 -0.2488 -1.8296
H -3.4030 -0.0506 0.1600
H -4.3548 0.8848 -1.9361
H -3.6768 2.4682 -1.5562
H -6.1557 2.1858 -1.4372
H -5.3879 3.0279 -0.0978
H -6.1970 0.1099 0.1549
H -7.3191 1.4559 0.4213
H -4.9179 2.0805 1.7424
H -7.1422 -0.6732 2.0452
H -6.3444 -1.2081 3.4774
H -4.1871 1.5508 3.6516
H -4.7918 0.1872 4.5334
C 0.4967 -5.4837 4.1325
O 1.6409 -4.8138 4.6297
C 2.1632 -3.8231 3.8821
C 3.3413 -3.2388 4.3911
C 3.9497 -2.2315 3.7002
C 3.4057 -1.7138 2.5061
C 4.0216 -0.6310 1.7702
C 5.4619 -0.2854 2.0749
O 3.4209 0.0088 0.8990
C 2.2098 -2.2984 1.9898
O 1.6784 -1.9101 0.8718
C 1.6252 -3.3701 2.6995
H 0.2471 -6.2389 4.8727
H 0.7079 -5.9674 3.1752
H -0.3462 -4.7972 4.0088
H 3.7385 -3.6105 5.3250
H 4.8603 -1.8058 4.1004
H 6.0693 -1.1896 2.0597
H 5.5424 0.1578 3.0689
H 5.8358 0.4290 1.3446
H 0.7351 -3.8038 2.2647
C 4.6699 -1.2971 -1.5262
Sb 2.8209 -0.2656 -1.8622
C 2.7413 -1.0790 -3.8727
C 3.8085 1.5883 -2.3586
H 5.2840 -1.2040 -2.4204
H 4.4679 -2.3478 -1.3234
H 5.1885 -0.8658 -0.6767
H 3.4528 -0.5491 -4.5044
H 1.7436 -1.0280 -4.3023
H 3.0399 -2.1240 -3.8074
H 4.5577 1.3990 -3.1268
H 4.2984 1.9512 -1.4560
H 3.0894 2.3325 -2.6926
C -0.5119 -4.3860 -3.1738
C -0.3377 -3.0227 -3.3433
C -0.4571 -2.1537 -2.2688
C -0.7836 -2.6264 -0.9845
C -0.9091 -4.0185 -0.8249
C -0.7835 -4.8754 -1.9011
N -0.8985 -1.7344 0.0725
C -1.6063 -2.0668 1.1948
C -1.2232 -1.5425 2.4511
C -1.8840 -1.8911 3.6120
C -2.9863 -2.7385 3.5826
C -3.4294 -3.2080 2.3476
C -2.7683 -2.8741 1.1834
H -0.4208 -5.0611 -4.0137
H -0.1170 -2.6312 -4.3295
H -0.3185 -1.0866 -2.4249
H -1.0849 -4.4259 0.1608
H -0.8954 -5.9414 -1.7478
H -0.3494 -0.8895 2.5118
H -1.5105 -1.5318 4.5653
H -3.4578 -3.0607 4.5046
H -4.2965 -3.8568 2.2885
H -3.1256 -3.2489 0.2339
C 1.3025 5.5474 -0.2250
C 0.4061 4.4496 -0.7657
N 0.9260 3.1764 -0.2973
C 1.3279 2.9876 1.0017
N 1.4055 1.7621 1.4358
C 1.7662 1.5913 2.8391
C 2.8652 2.5703 3.2185
C 2.3215 3.9715 3.0148
N 1.6975 4.0868 1.7045
C 1.3185 5.4317 1.2902
H 0.9364 6.5283 -0.5247
H 2.3135 5.4159 -0.6147
H 0.4018 4.4308 -1.8552
H -0.6239 4.6099 -0.4212
H 0.4881 2.3642 -0.7045
H 2.0888 0.5615 3.0021
H 0.8772 1.7730 3.4581
H 3.7226 2.4059 2.5623
H 3.1777 2.4304 4.2531
H 3.1274 4.7074 3.0704
H 1.5950 4.2136 3.7993
H 2.0407 6.1295 1.7155
H 0.3315 5.6846 1.6962
C 1.9389 0.8726 -6.7718
N 1.5288 1.5229 -5.5333
C 0.3679 1.3770 -4.8832
S 0.2857 1.7646 -3.2389
N -0.7406 0.9443 -5.5026
C -1.0285 0.9751 -6.9318
H 3.0213 0.9331 -6.8404
H 1.5154 1.3604 -7.6476
H 1.6570 -0.1812 -6.7774
H 2.2721 1.8322 -4.9286
H -1.5347 0.9025 -4.8878
H -0.6288 0.1032 -7.4488
H -0.6305 1.8813 -7.3876
H -2.1076 0.9780 -7.0585